ORCA calculation (ωB97M-V/def2-TZVPD) on a molecular structure, C31H58BrCdN4OP3 in a non-equilibrium geometry.

Geometry as XYZ:
```
99
C31H58BrCdN4OP3 (ωB97M-V/def2-TZVPD)
N -7.00595 5.22866 -6.26832
C -6.75477 5.78664 -5.09373
C -5.78482 5.25179 -4.22463
C -5.07069 4.06024 -4.55321
C -5.41422 3.50141 -5.81796
C -6.34497 4.15350 -6.65952
C -4.02966 3.46596 -3.67115
Cd 1.18132 -0.17275 -1.58461
P 4.59373 -0.75233 -1.10681
C -3.33869 2.32959 -3.97302
C -2.25483 1.83898 -3.16470
C -1.02609 1.51754 -3.78484
C 0.15667 1.74883 -3.05334
C -0.01758 1.66693 -1.67350
C -1.18509 1.97442 -1.01472
C -2.37191 1.96716 -1.77457
Br 1.95340 0.32316 1.01676
H -3.77413 4.06441 -2.77412
H -3.47446 1.86207 -4.94697
H -5.61915 5.80583 -3.30413
H -4.97784 2.58487 -6.21093
H -7.35918 6.66862 -4.84419
H -6.56234 3.76297 -7.66292
H -1.08018 1.28641 -4.85002
H -3.35759 2.15093 -1.32736
H 1.11439 1.95380 -3.52538
H -1.22967 2.24446 0.02808
P -0.35924 -2.30472 -1.33000
C 4.44710 1.01498 -0.80136
C 5.80563 1.67209 -1.14847
H 4.20182 1.17826 0.26245
H 3.59271 1.44107 -1.35747
H 5.82342 2.71816 -0.81831
H 6.62352 1.13135 -0.64793
H 5.98946 1.64550 -2.23231
C 4.36015 -1.21248 -2.83609
C 5.45474 -2.22431 -3.26553
H 4.47481 -0.30269 -3.45957
H 3.31869 -1.57409 -2.97556
H 5.35934 -2.45115 -4.33503
H 6.45231 -1.79364 -3.09612
H 5.39867 -3.16576 -2.70187
C 4.28613 -1.98813 0.17232
C 5.37216 -1.96126 1.27749
H 4.25953 -2.99854 -0.28077
H 3.27754 -1.76726 0.57920
H 5.06313 -2.61821 2.09981
H 6.33816 -2.33180 0.90481
H 5.51312 -0.94298 1.66482
C -0.33382 -3.57494 0.01015
C -1.52944 -4.51649 0.16784
H -0.15358 -3.02652 0.94702
H 0.57344 -4.16899 -0.17785
H -2.38727 -4.03001 0.64895
H -1.86356 -4.93445 -0.78918
H -1.23625 -5.36188 0.80494
C 0.45064 -3.11914 -2.78528
C -0.11026 -2.63780 -4.13164
H 0.36524 -4.21295 -2.66648
H 1.53165 -2.88186 -2.70882
H -1.04121 -3.16020 -4.39648
H -0.31578 -1.55512 -4.14963
H 0.62638 -2.84681 -4.91689
C -2.13215 -2.09478 -1.83309
C -3.06892 -1.50259 -0.77165
H -2.50432 -3.07599 -2.17958
H -2.11764 -1.42370 -2.71080
H -3.74463 -0.77228 -1.24159
H -3.70276 -2.28032 -0.32097
H -2.52584 -0.97827 0.03051
C -0.60152 -1.65590 3.66372
N -0.54534 -0.20805 3.90314
C -0.91670 0.23119 5.24618
P -1.04055 0.83592 2.68998
O -1.24939 0.17007 1.37828
N -2.46082 1.54851 3.26896
C -2.53761 2.90939 3.76524
C -3.69226 0.75685 3.32013
N 0.03852 2.11948 2.89014
C 1.27545 1.99712 3.67819
C 0.15940 3.07033 1.78879
H -1.54710 -2.08497 4.03479
H 0.23001 -2.14854 4.18992
H -0.51208 -1.88640 2.59070
H -0.55327 -0.49102 5.97787
H -0.47900 1.20173 5.48665
H -2.00461 0.32064 5.34446
H -2.87414 3.60747 2.98638
H -3.23432 2.98590 4.61000
H -1.55100 3.22611 4.11601
H -4.06566 0.53092 2.31039
H -3.55404 -0.19602 3.85868
H -4.46697 1.32341 3.85405
H 2.12034 1.72610 3.02175
H 1.52204 2.97342 4.13917
H 1.17342 1.23178 4.45806
H 0.74733 2.63317 0.97159
H -0.82301 3.37571 1.41781
H 0.68006 3.96131 2.14922
```

## Properties
**ΔE to the lowest compared entry with this formula, charge and spin**: 330.2 kJ/mol
**Charge**: +2
**HOMO (spin up / spin down)**: -11.28 / -11.29 eV
**Frontier orbital gap (spin up / spin down)**: 1.996 / 4.533 eV
**Energy**: -143549.874 eV